[1]
A structure of composition C26H48Cl3CoN4O4Si at a distorted geometry. Source: the Open Molecules 2025 dataset; level of theory: wB97M-V/def2-TZVPD.

Cartesian coordinates (Å):
C -2.37 -0.75 -3.09
C -3.27 -0.44 -1.94
H -2.69 -1.61 -3.67
H -1.35 -0.91 -2.74
H -2.32 0.11 -3.77
C -4.48 -0.96 -1.74
C -5.20 -1.95 -2.59
H -5.04 -0.63 -0.87
H -4.61 -2.30 -3.43
H -6.12 -1.52 -2.99
H -5.51 -2.82 -2.01
Co 0.09 0.29 0.20
Cl 0.15 2.36 -0.82
Cl 1.10 -0.78 -1.60
C -1.25 2.21 2.02
O -0.59 1.16 2.00
N -1.75 2.74 3.14
C -1.60 2.08 4.42
C -2.55 3.94 3.10
H -1.45 2.77 1.11
H -0.94 1.23 4.31
H -2.57 1.73 4.79
H -1.18 2.77 5.15
H -2.62 4.30 2.08
H -2.10 4.72 3.72
H -3.56 3.75 3.46
H -1.84 -2.96 -1.18
H -3.70 -2.90 0.52
C -1.15 -3.31 -0.41
C -2.99 -3.33 1.23
N -1.65 -2.91 0.89
H -0.18 -2.86 -0.59
C -1.01 -2.01 1.62
O 0.09 -1.50 1.35
H -3.24 -2.99 2.23
H -1.53 -1.75 2.56
H -1.09 -4.40 -0.46
H -3.06 -4.42 1.20
O -1.68 -0.18 -0.22
C -2.64 0.53 -0.95
C -3.94 0.67 1.22
C -3.64 1.20 -0.03
H -3.41 -0.21 1.54
C -4.88 1.27 2.04
H -2.16 1.32 -1.53
C -4.29 2.37 -0.43
H -5.11 0.84 3.01
C -5.53 2.43 1.63
C -5.23 2.98 0.39
H -4.05 2.80 -1.40
H -6.27 2.90 2.26
H -5.72 3.88 0.06
Si 4.33 -3.16 -4.97
Cl 2.76 -3.92 -6.14
C 4.49 -4.27 -3.48
C 3.85 -1.42 -4.48
C 5.87 -3.18 -6.02
H 3.57 -4.29 -2.89
H 5.29 -3.92 -2.82
H 4.72 -5.29 -3.77
H 6.11 -4.19 -6.34
H 6.72 -2.79 -5.46
H 5.75 -2.57 -6.91
H 2.93 -1.41 -3.90
H 3.71 -0.79 -5.35
H 4.63 -0.97 -3.87
C 4.19 1.42 -0.64
N 4.08 1.25 0.80
C 5.30 1.49 1.58
C 5.01 2.18 2.91
C 3.98 1.33 3.60
N 2.78 1.27 2.78
C 1.60 1.82 3.39
C 2.85 1.06 1.41
O 1.87 0.75 0.69
H 4.56 2.45 -0.84
H 3.22 1.32 -1.16
H 4.92 0.70 -1.06
H 5.76 0.51 1.81
H 6.05 2.08 1.01
H 4.61 3.21 2.75
H 5.93 2.25 3.52
H 3.79 1.73 4.62
H 4.37 0.30 3.74
H 1.07 1.02 3.91
H 1.86 2.60 4.13
H 1.11 2.49 2.66

As for the total charge: -1. Its spin multiplicity is 4. Its energy relative to the best compared isomer or geometry (same formula, charge and spin) is 22.2 kcal per mole. The maximum force comes out at 5.49 eV/Å.

These are the Mulliken partial charges, in e, on atoms 1 to 2: C -1.387; C 0.389



[2]
A cluster of 6 separate species, C26H65N2O23P5 in total at a distorted geometry. Source: the Open Molecules 2025 dataset; level of theory: wB97M-V/def2-TZVPD.

Cartesian coordinates (Å):
C -4.98 -4.34 -3.51
C -3.63 -5.01 -3.85
C -3.20 -4.87 -5.31
C -1.67 -4.88 -5.52
C -0.97 -6.07 -4.85
C 0.49 -5.82 -4.41
C 0.67 -4.64 -3.46
O 0.23 -4.99 -2.14
C 0.76 -4.21 -1.18
O 1.92 -3.93 -1.09
N -0.15 -3.72 -0.17
C -1.45 -3.31 -0.73
C -1.32 -1.88 -1.24
N -0.32 -4.75 0.87
C 0.50 -4.49 1.75
O 1.31 -4.27 2.53
H -5.28 -3.60 -4.25
H -4.89 -3.87 -2.53
H -5.74 -5.11 -3.41
H -3.75 -6.08 -3.65
H -2.83 -4.65 -3.20
H -3.56 -3.90 -5.67
H -3.66 -5.61 -5.97
H -1.51 -4.98 -6.59
H -1.30 -3.91 -5.21
H -0.93 -6.87 -5.59
H -1.51 -6.49 -4.00
H 0.79 -6.69 -3.83
H 1.18 -5.77 -5.25
H 0.13 -3.75 -3.78
H 1.73 -4.37 -3.50
H -2.14 -3.30 0.11
H -1.84 -4.01 -1.46
H -2.32 -1.46 -1.38
H -0.75 -1.91 -2.17
H -0.76 -1.25 -0.56
C -1.68 1.77 -6.51
O -2.96 2.06 -5.91
P -3.53 0.96 -4.83
O -3.82 -0.21 -5.71
O -4.84 1.84 -4.47
C -5.28 2.97 -5.21
O -3.51 0.33 -3.34
C -4.38 -0.76 -3.08
H -1.41 2.62 -7.13
H -0.92 1.63 -5.75
H -1.75 0.88 -7.14
H -5.56 2.68 -6.23
H -4.52 3.75 -5.24
H -6.16 3.37 -4.71
H -4.02 -1.67 -3.56
H -5.39 -0.54 -3.42
H -4.40 -0.93 -2.00
C 1.57 1.72 2.64
O 2.00 2.74 1.72
P 0.86 3.89 1.31
O 0.01 2.95 0.50
O 1.92 4.73 0.41
C 3.25 4.31 0.14
O -0.17 5.18 1.30
C -0.97 5.37 0.13
H 2.43 1.10 2.86
H 1.20 2.15 3.56
H 0.80 1.10 2.18
H 3.26 3.38 -0.43
H 3.82 4.20 1.05
H 3.73 5.09 -0.46
H -1.76 4.63 0.07
H -0.35 5.34 -0.76
H -1.42 6.36 0.22
C 0.13 -2.53 4.43
O 1.21 -2.19 5.32
P 0.89 -2.32 6.94
O -0.11 -1.22 7.09
O 2.41 -1.90 7.33
C 3.37 -1.38 6.41
O 0.78 -3.15 8.33
C 0.47 -2.41 9.50
H 0.51 -2.47 3.42
H -0.22 -3.55 4.61
H -0.69 -1.83 4.54
H 3.04 -0.42 6.01
H 3.56 -2.07 5.61
H 4.30 -1.22 6.97
H -0.57 -2.11 9.51
H 1.12 -1.54 9.59
H 0.65 -3.07 10.35
C -3.35 2.03 1.06
O -4.31 1.92 2.13
P -3.71 2.09 3.68
O -2.94 0.80 3.64
O -5.17 1.97 4.37
C -6.37 1.69 3.66
O -3.06 2.67 5.08
C -2.70 1.71 6.07
H -3.90 1.98 0.12
H -2.83 2.98 1.11
H -2.64 1.21 1.11
H -6.33 0.70 3.21
H -6.57 2.45 2.91
H -7.19 1.71 4.39
H -1.80 1.18 5.78
H -3.51 1.02 6.26
H -2.48 2.26 6.99
C 10.96 4.95 0.32
O 9.67 5.42 -0.11
P 8.46 4.30 -0.15
O 8.90 3.43 -1.27
O 7.34 5.39 -0.58
C 7.62 6.71 -1.03
O 7.35 3.42 0.63
C 6.55 2.54 -0.15
H 11.62 5.82 0.37
H 10.90 4.49 1.31
H 11.36 4.24 -0.40
H 8.18 6.69 -1.96
H 8.16 7.27 -0.27
H 6.66 7.20 -1.21
H 7.13 1.67 -0.48
H 6.14 3.06 -1.02
H 5.73 2.19 0.48

As for the electronic energy: -124529.0877 eV. As for the SMILES: CCCCCCCOC(=O)N(CC)N=C=O.COP(=O)(OC)OC.COP(=O)(OC)OC.COP(=O)(OC)OC.COP(=O)(OC)OC.COP(=O)(OC)OC. The maximum force comes out at 8.31 eV/Å.

These are the Mulliken partial charges, in e, on atoms 1 to 2: C -1.479; C 0.910



[3]
An isolated molecule of C2H3NOS2 at a distorted geometry. Source: the Open Molecules 2025 dataset; level of theory: wB97M-V/def2-TZVPD.

Cartesian coordinates (Å):
O -3.05 -0.71 -0.42
C -2.08 -0.04 0.03
S -0.37 -0.65 0.37
C 0.70 0.67 0.03
N 1.96 0.66 -0.11
S 2.90 -0.72 -0.10
H -2.29 1.09 0.48
H 0.05 1.51 -0.16
H 2.18 -1.80 -0.12

Its energy relative to the best compared isomer or geometry (same formula, charge and spin) is 56.0 kcal per mole. As for the SMILES: O=CS/C=N\S. The maximum force comes out at 5.59 eV/Å.

These are the natural (NBO) partial charges, in e, on atoms 1 to 2: O -0.487; C 0.256



[4]
An isolated molecule of C5H8O2. Source: the Open Molecules 2025 dataset; level of theory: wB97M-V/def2-TZVPD.

Cartesian coordinates (Å):
O -0.75 -2.00 -0.37
C -0.42 -0.89 0.43
C -1.40 0.25 0.31
C -0.77 1.42 0.18
C 0.73 1.28 0.19
C 0.95 -0.24 0.07
O 1.27 -0.54 -1.27
H -0.90 -1.68 -1.27
H -0.40 -1.31 1.44
H -2.47 0.08 0.33
H -1.27 2.37 0.11
H 1.17 1.70 1.10
H 1.22 1.79 -0.65
H 1.76 -0.58 0.73
H 1.29 -1.51 -1.34

Its energy relative to the best compared isomer or geometry (same formula, charge and spin) is 21.3 kcal per mole. As for the SMILES: O[C@@H]1C=CC[C@@H]1O. The maximum force comes out at 0.43 eV/Å.

These are the natural (NBO) partial charges, in e, on atoms 1 to 2: O -0.713; C 0.034



[5]
A cluster of 2 separate species, C4H10NOS in total at a distorted geometry. Source: the Open Molecules 2025 dataset; level of theory: wB97M-V/def2-TZVPD.

Cartesian coordinates (Å):
C -1.84 1.51 0.62
C -0.52 1.19 0.46
C 1.03 -0.72 1.01
C 0.12 -0.75 -1.53
N -0.16 -0.19 0.44
O 0.64 1.84 0.02
S 0.03 -2.46 -1.52
H -2.17 2.51 0.65
H -2.60 0.69 0.73
H 1.41 -1.70 0.58
H 1.76 -0.09 0.62
H 1.00 -0.89 2.08
H 1.08 -0.32 -1.73
H -0.75 -0.21 -1.87
H -0.93 -0.77 0.76
H 0.61 2.88 0.10
H 1.28 -2.53 -1.42

As for the total charge: +1. Its spin multiplicity is 3. Its energy relative to the best compared isomer or geometry (same formula, charge and spin) is 37.9 kcal per mole. The maximum force comes out at 6.53 eV/Å.

These are the natural (NBO) partial charges, in e, on atoms 1 to 2: C -0.280; C 0.496



[6]
A structure of composition C16H32N2O8Ti. Source: the Open Molecules 2025 dataset; level of theory: wB97M-V/def2-TZVPD.

Cartesian coordinates (Å):
Ti 0.46 0.27 0.04
C 2.64 -0.34 2.01
C 2.99 -0.97 0.66
O 2.45 -0.38 -0.54
C 3.10 0.69 -1.31
C 2.91 2.22 -1.05
O 1.63 2.81 -1.28
C 1.03 3.54 -0.19
C -0.37 3.16 0.37
O -0.74 1.91 1.06
C -0.46 1.70 2.45
C 0.82 0.97 2.94
O 1.21 -0.27 2.27
H 3.08 0.66 2.09
H 3.09 -0.98 2.77
H 2.60 -1.99 0.63
H 4.08 -1.03 0.56
H 2.77 0.46 -2.32
H 4.18 0.51 -1.25
H 3.58 2.65 -1.82
H 3.31 2.49 -0.08
H 0.83 4.53 -0.61
H 1.75 3.67 0.62
H -1.08 3.18 -0.45
H -0.61 3.97 1.07
H -1.33 1.15 2.82
H -0.45 2.66 2.97
H 0.62 0.71 3.98
H 1.66 1.66 2.91
C -0.82 -1.68 -4.74
N -0.22 -2.06 -3.46
C 0.32 -3.40 -3.26
C -0.21 -1.21 -2.44
O 0.26 -1.53 -1.33
C -0.78 0.19 -2.58
O -0.53 0.90 -1.43
C -3.13 0.07 0.34
C -2.29 -0.74 1.21
O -1.05 -0.81 1.01
N -2.83 -1.39 2.24
C -1.99 -2.13 3.18
C -4.26 -1.46 2.49
H -0.73 -2.52 -5.43
H -1.88 -1.44 -4.63
H -0.31 -0.83 -5.18
H 0.27 -3.95 -4.19
H 1.36 -3.34 -2.93
H -0.25 -3.93 -2.49
H -0.36 0.69 -3.46
H -1.86 0.09 -2.78
H -3.78 0.83 0.73
H -2.90 0.06 -0.72
H -0.95 -1.96 2.94
H -2.20 -1.79 4.19
H -2.22 -3.19 3.12
H -4.81 -0.93 1.72
H -4.58 -2.51 2.47
H -4.50 -1.04 3.46
O 1.47 1.39 0.62

As for the total charge: +1. Its spin multiplicity is 2. Its energy relative to the best compared isomer or geometry (same formula, charge and spin) is 78.0 kcal per mole. The maximum force comes out at 0.63 eV/Å.

These are the natural (NBO) partial charges, in e, on atoms 1 to 2: Ti 1.877; C -0.085